Computed, not measured: a structure of composition C24H53AlN3O23, with the ωB97M-V functional and the def2-TZVPD basis.

Computed properties:
gap between HOMO and LUMO = 0.14314 hartree
charge = +1
2S+1 = 1
strongest force on any atom = 0.03838 hartree/bohr
HOMO energy = -11.559 eV
E_LUMO = -7.664 eV

Each line ends with the Mulliken charge.
Atoms and positions in Å:
Al  -0.21185  -0.61502  -3.68140  1.104
C  1.94759  -0.50481  1.04758  -0.172
C  0.62400  -0.32107  0.31292  2.291
C  -0.25360  0.83902  0.79895  0.433
O  0.68694  -0.43949  -1.01280  0.113
H  1.81933  -0.94076  2.04026  -0.208
H  2.47489  0.43373  1.21999  -0.912
H  2.55637  -1.26519  0.56057  0.320
H  -0.00570  -1.19322  0.64554  -1.110
H  0.12978  1.78743  0.40439  -0.151
H  -0.15038  0.96854  1.87920  -0.147
H  -1.29852  0.67572  0.54606  -0.586
C  0.12508  4.36708  -3.41434  -1.162
C  0.77511  2.96021  -3.48427  0.759
C  0.79692  2.33006  -2.04084  0.247
O  0.14433  2.18840  -4.33539  -0.450
H  0.05091  4.75807  -4.42501  0.399
H  0.68401  5.07055  -2.79684  0.384
H  -0.86343  4.28313  -2.95896  0.025
H  1.82295  3.12760  -3.78046  0.369
H  1.13021  1.28423  -2.10982  -0.649
H  -0.18361  2.34794  -1.57040  -0.237
H  1.56996  2.79622  -1.42491  0.302
C  -4.17271  -3.82371  -4.22359  -0.714
O  -3.85210  -4.05633  -2.85220  -0.379
C  -3.07550  -3.13971  -2.29672  0.561
O  -2.48312  -2.25073  -2.86377  -0.455
O  -3.12680  -3.28537  -0.98730  -0.407
C  -2.22062  -2.55509  -0.17027  0.348
H  -4.66548  -4.71702  -4.59705  0.264
H  -3.30473  -3.64049  -4.85228  0.273
H  -4.87956  -2.99929  -4.30040  0.348
H  -1.20444  -2.83608  -0.44862  -0.338
H  -2.41046  -2.74778  0.87858  0.364
H  -2.30815  -1.48594  -0.38424  -0.079
C  -3.93580  3.90857  -2.36469  -0.689
O  -2.91997  2.91140  -2.46606  -0.098
C  -3.07267  1.65392  -2.10314  0.286
O  -2.18335  0.83544  -2.17471  -0.075
O  -4.28600  1.42134  -1.61688  -0.383
C  -4.43184  0.27337  -0.77439  -0.321
H  -4.34775  3.98667  -1.36136  0.290
H  -4.73051  3.71602  -3.08255  0.317
H  -3.45866  4.85679  -2.60029  0.238
H  -4.29810  -0.64608  -1.33644  0.022
H  -5.41993  0.33115  -0.32804  0.371
H  -3.74326  0.34307  0.06821  0.127
C  6.83265  1.11304  2.19673  -0.673
O  5.98853  2.12095  1.62877  -0.354
C  4.71737  2.18237  1.97278  0.940
O  4.15680  1.50767  2.80122  -0.598
O  4.14790  3.13918  1.23133  -0.384
C  2.77949  3.43308  1.47983  0.049
H  6.31131  0.39453  2.82569  0.307
H  7.59545  1.55093  2.83780  0.292
H  7.26750  0.64033  1.32170  0.251
H  2.22073  2.53698  1.75032  -0.261
H  2.30014  3.72744  0.54502  0.042
H  2.75235  4.24856  2.19682  0.459
C  -0.98738  -5.60507  -3.45658  -0.695
O  0.03846  -5.64140  -2.47365  -0.368
C  0.68302  -4.53150  -2.16861  0.676
O  0.36318  -3.40202  -2.47446  -0.372
O  1.69243  -4.86151  -1.38770  -0.344
C  2.62745  -3.88764  -1.01850  -0.255
H  -0.96520  -4.71824  -4.09170  0.241
H  -1.95523  -5.82464  -3.02036  0.284
H  -0.72147  -6.37332  -4.18827  0.401
H  2.18420  -2.88870  -0.93824  -0.312
H  3.41588  -3.77765  -1.76843  0.388
H  3.10817  -4.07234  -0.06147  0.366
C  -1.83614  2.60274  6.21660  -0.689
O  -0.98506  1.58491  5.63156  -0.350
C  -1.58653  0.43627  5.32668  0.714
O  -2.71690  0.13253  5.54941  -0.553
O  -0.73636  -0.41422  4.72466  -0.199
C  0.62472  -0.08615  4.52435  -0.395
H  -1.94731  2.31505  7.25992  0.318
H  -2.80427  2.67130  5.73111  0.305
H  -1.24980  3.50855  6.10895  0.237
H  0.75057  0.76653  3.85064  0.029
H  1.09504  -0.93290  4.03378  0.176
H  1.14950  0.18471  5.43898  0.425
C  3.96801  0.10904  -1.76112  0.013
N  5.34903  -0.45367  -1.64588  0.985
O  5.89248  -0.86006  -2.64819  -0.576
O  5.86614  -0.43752  -0.54520  -0.551
H  3.94669  0.73830  -2.64457  0.363
H  3.73916  0.55372  -0.80500  -0.228
H  3.43212  -0.81401  -1.98849  0.016
C  0.37597  -3.59832  2.93316  -0.581
N  -0.48669  -4.58658  2.24207  0.898
O  -1.28085  -5.19248  2.92661  -0.538
O  -0.44410  -4.66811  1.02735  -0.458
H  0.72120  -4.07488  3.84450  0.336
H  -0.24672  -2.73565  3.16887  0.279
H  1.18504  -3.30006  2.27454  0.101
C  -2.09935  3.80698  0.93576  -0.689
N  -3.29414  3.14436  1.51419  1.129
O  -4.27580  3.02642  0.80639  -0.557
O  -3.19490  2.75085  2.65445  -0.576
H  -1.24712  3.46704  1.51826  0.342
H  -2.14734  4.89119  0.95274  0.346
H  -1.90987  3.46059  -0.07902  0.017

=====

Computed, not measured: a structure of composition C24H53CoN11, with the ωB97M-V functional and the def2-TZVPD basis.

Computed properties:
gap between HOMO and LUMO (spin up / spin down) = 0.33131 / 0.34513 hartree
charge = +2
2S+1 = 2
strongest force on any atom = 0.00906 hartree/bohr
HOMO energy (spin up / spin down) = -13.394 / -13.522 eV
E_LUMO (spin up / spin down) = -4.379 / -4.130 eV

Each line ends with the Mulliken charge.
Atoms and positions in Å:
Co  0.08350  0.61261  0.02651  0.057
C  -5.00136  0.49717  -1.31181  -1.310
N  -3.77643  1.29926  -1.44027  0.426
C  -4.06839  2.73514  -1.56327  -0.998
C  -2.54343  0.71636  -1.36603  -0.082
N  -1.37113  1.29689  -1.22970  0.290
C  -1.19895  2.75780  -1.14366  -0.995
C  0.26668  3.11168  -1.30265  -1.738
N  1.10771  2.40409  -0.32629  0.967
C  2.47454  2.16530  -0.83798  -2.113
C  2.82723  0.67698  -0.82176  -0.248
N  1.63502  -0.08293  -1.19009  0.586
C  1.80596  -1.03710  -2.08305  0.162
N  0.83277  -1.31798  -2.98798  0.587
C  0.12706  -0.23755  -3.65976  -0.873
C  0.61648  -2.65455  -3.51454  -1.322
N  2.95588  -1.75610  -2.17192  0.300
C  3.50017  -2.22036  -3.44132  -1.181
C  3.74483  -2.08892  -1.00096  -0.719
C  1.11668  2.93611  1.04216  -1.743
C  1.76390  1.89122  1.95872  -1.034
N  1.25525  0.55463  1.61764  1.336
C  1.47626  -0.48838  2.36753  -1.108
N  0.61155  -1.58040  2.18356  1.116
C  -0.66057  -1.55024  2.90206  -1.123
C  1.19365  -2.91395  2.09240  -1.194
N  2.46533  -0.58983  3.28267  0.263
C  2.36075  -1.47437  4.44020  -1.255
C  3.76002  0.07192  3.14780  -1.019
N  -2.62446  -0.67596  -1.44023  0.245
C  -3.25219  -1.26267  -2.62714  -1.189
C  -1.74685  -1.58650  -0.72868  -0.278
H  -5.71012  1.05190  -0.69996  0.511
H  -4.79641  -0.44816  -0.82219  0.380
H  -5.46965  0.31003  -2.27889  0.336
H  -5.13991  2.86014  -1.44659  0.359
H  -3.81275  3.13418  -2.54222  0.315
H  -3.58857  3.32035  -0.78762  0.415
H  -1.55529  3.15937  -0.19095  0.403
H  -1.73175  3.26831  -1.94127  0.675
H  0.40812  4.19741  -1.25425  0.344
H  0.58210  2.77932  -2.29047  0.567
H  3.20474  2.74078  -0.26335  0.358
H  2.52731  2.53330  -1.86143  0.482
H  3.20118  0.39107  0.16184  -0.299
H  3.64007  0.51119  -1.53205  1.047
H  0.63011  0.70357  -3.45358  0.144
H  -0.90305  -0.14213  -3.33085  0.032
H  0.14416  -0.42046  -4.73673  0.468
H  1.10018  -3.39076  -2.87717  0.378
H  0.99012  -2.76537  -4.53533  0.404
H  -0.45355  -2.86869  -3.53056  0.298
H  3.00879  -1.71532  -4.26834  0.348
H  3.39576  -3.30042  -3.56425  0.362
H  4.56238  -1.97471  -3.47641  0.406
H  3.20875  -1.78817  -0.10600  -0.167
H  4.71892  -1.59375  -1.01575  0.321
H  3.91108  -3.16794  -0.96772  0.424
H  0.08777  3.12362  1.34816  0.299
H  1.66755  3.88155  1.11181  0.491
H  1.54362  2.12856  3.00318  0.660
H  2.84593  1.95621  1.84233  0.516
H  -0.84570  -0.55325  3.29371  0.424
H  -0.64946  -2.25230  3.74242  0.434
H  -1.48891  -1.82859  2.24809  -0.076
H  2.19427  -2.85985  1.67129  0.355
H  0.57752  -3.52087  1.42672  0.321
H  1.24737  -3.42806  3.05700  0.370
H  1.33217  -1.77485  4.60734  0.349
H  2.69685  -0.93144  5.32343  0.442
H  2.98644  -2.36075  4.32197  0.385
H  4.02114  0.18856  2.09868  0.280
H  4.51078  -0.57143  3.60399  0.447
H  3.79642  1.04132  3.64646  0.303
H  -3.74847  -0.50021  -3.22037  0.405
H  -3.98969  -2.01817  -2.34966  0.340
H  -2.50096  -1.73592  -3.26248  0.288
H  -0.76426  -1.17740  -0.48432  -0.244
H  -1.54589  -2.45277  -1.35735  0.494
H  -2.21239  -1.94544  0.19236  0.160
C  -3.50112  0.80816  4.16622  -1.297
C  -3.59477  1.44028  2.77398  -0.592
C  -2.38779  1.21411  1.98096  0.355
N  -1.44384  1.01861  1.36205  0.314
H  -4.39858  1.05234  4.72971  0.418
H  -2.64157  1.19095  4.71423  0.341
H  -3.42530  -0.27608  4.10073  0.332
H  -3.74620  2.51935  2.83937  0.337
H  -4.43316  1.02932  2.20789  0.228

=====

Computed, not measured: a structure of composition C24H53GeN3O11PTeTi, with the ωB97M-V functional and the def2-TZVPD basis.

Computed properties:
gap between HOMO and LUMO (spin up / spin down) = 0.26057 / 0.24719 hartree
charge = 0
2S+1 = 4
strongest force on any atom = 0.02340 hartree/bohr
HOMO energy (spin up / spin down) = -6.793 / -7.549 eV
E_LUMO (spin up / spin down) = 0.297 / -0.823 eV

Each line ends with the Mulliken charge.
Atoms and positions in Å:
Ti  0.03371  -0.31972  0.32512  1.162
C  -3.26984  0.93734  -3.62277  -1.163
N  -2.06516  0.96502  -2.77829  0.348
C  -1.13104  2.07104  -3.03962  -1.242
C  -2.04553  0.36177  -1.60465  0.760
O  -1.24672  0.71364  -0.72268  0.261
C  -3.02836  -0.77900  -1.33830  -1.442
O  -2.55401  -1.68723  -0.40049  0.027
C  -1.88887  -2.85588  -0.89504  -1.943
C  -0.37574  -2.65738  -1.17815  1.532
O  -0.05064  -1.36918  -1.36208  -0.822
N  -0.02198  -3.48068  -2.30767  -0.125
C  -0.10939  -4.91529  -2.08431  -1.118
C  1.23393  -3.11790  -2.94153  -0.956
H  -3.17957  1.74045  -4.34842  0.494
H  -3.36492  -0.00011  -4.16802  0.297
H  -4.16721  1.10720  -3.03119  0.352
H  -0.76179  1.97176  -4.05911  0.498
H  -1.64570  3.02631  -2.92653  0.567
H  -0.30359  2.05047  -2.33965  -0.021
H  -3.93224  -0.31767  -0.92695  0.419
H  -3.28900  -1.26313  -2.28304  0.472
H  -2.04407  -3.61781  -0.13800  0.523
H  -2.34916  -3.16580  -1.83465  0.429
H  -1.07575  -5.19313  -1.66185  0.309
H  -0.00162  -5.42474  -3.04287  0.437
H  0.66368  -5.29108  -1.40284  0.286
H  1.27110  -2.05012  -3.12826  0.184
H  2.11273  -3.39330  -2.33801  0.295
H  1.30449  -3.64851  -3.89274  0.441
C  -0.76267  3.94332  2.54629  -1.963
C  -1.33617  2.71966  1.82998  1.438
C  -2.10760  3.19892  0.60036  -1.510
C  -2.25847  1.97110  2.76988  -1.600
O  -0.29034  1.80569  1.46658  1.924
Ge  1.44774  2.44093  1.20442  -1.050
O  1.77534  0.57367  0.40913  0.962
C  3.16912  0.15662  0.26254  1.489
C  4.05752  1.37333  0.02574  -1.957
C  3.26456  -0.74273  -0.95630  -1.373
C  3.61708  -0.54687  1.53270  -1.220
O  1.04219  3.22236  -0.39939  -0.002
C  1.72837  4.27226  -1.06810  1.472
C  2.71676  4.97777  -0.13923  -1.822
C  2.46562  3.72622  -2.30189  -1.770
C  0.66233  5.26753  -1.51384  -1.596
H  -1.57723  4.58096  2.89673  0.468
H  -0.13565  4.54463  1.88173  0.294
H  -0.16108  3.64590  3.40853  0.294
H  -2.80799  3.98961  0.88352  0.512
H  -2.68227  2.38617  0.15804  0.092
H  -1.40970  3.58683  -0.14299  0.032
H  -3.13407  2.57634  3.02122  0.420
H  -1.72884  1.71668  3.69183  0.347
H  -2.58878  1.04393  2.29706  -0.042
H  3.64800  2.00257  -0.76455  0.139
H  5.04413  1.03013  -0.29174  0.564
H  4.18774  1.98085  0.92281  0.405
H  2.93786  -0.20220  -1.84892  0.313
H  2.64317  -1.62488  -0.84186  -0.139
H  4.30157  -1.05743  -1.10066  0.571
H  3.48613  0.12159  2.38911  0.004
H  4.68060  -0.79238  1.45745  0.549
H  3.05397  -1.46093  1.70777  -0.001
H  3.43981  4.26991  0.27059  0.378
H  2.19455  5.45245  0.69608  0.375
H  3.27208  5.75042  -0.67791  0.437
H  3.52045  3.53209  -2.10157  0.493
H  2.42013  4.42923  -3.13691  0.406
H  2.01081  2.78668  -2.62054  0.222
H  0.12089  5.65330  -0.64682  0.309
H  -0.05999  4.77892  -2.17408  0.213
H  1.10423  6.11004  -2.05213  0.471
O  0.03487  -4.08486  0.79852  -0.742
N  0.44445  -3.09675  0.11217  0.596
O  1.02948  -2.07316  0.77143  -0.975
C  -3.66127  -2.00852  3.44793  -0.791
C  -2.76899  -1.20304  4.36456  0.173
O  -1.39421  -1.66220  4.32686  -0.305
P  -0.41037  -1.59677  3.09381  -0.782
O  -1.12194  -1.05329  1.86824  0.828
Te  0.60142  -3.79132  3.37003  0.013
O  0.63388  -0.46786  3.44214  0.242
C  1.47192  -0.48939  4.62130  -0.581
C  1.88017  0.93160  4.90936  -1.008
H  -4.69320  -1.67000  3.56764  0.428
H  -3.61682  -3.06915  3.70183  0.316
H  -3.37326  -1.88886  2.40402  -0.070
H  -3.06630  -1.33486  5.40217  0.336
H  -2.79602  -0.14117  4.13596  -0.140
H  2.32573  -1.13305  4.41404  0.346
H  0.91097  -0.91732  5.45268  0.519
H  2.51658  1.33223  4.12076  0.157
H  2.42443  0.97120  5.85503  0.439
H  1.00045  1.57258  4.98653  0.192

=====

no.,electronic energy (Eh)
1,-3082.75345
2,-2930.85737
3,-5474.07730